This record from the Open Molecules 2025 dataset describes a structure of composition C13H36AgN3O4 in a non-equilibrium geometry. The level of theory is ωB97M-V/def2-TZVPD.

XYZ file:
```
57
Properties=species:S:1:pos:R:3
Ag -2.9681 -5.5687 -7.1585
C -0.0287 -5.0075 -5.6302
O -0.4093 -5.5585 -6.8751
H 0.2565 -3.9743 -5.8284
H -0.8998 -5.0499 -4.9764
H 0.8108 -5.4901 -5.1298
C -4.1105 -3.4673 -5.0546
C -5.3437 -3.5335 -5.8851
C -5.4822 -2.4265 -6.8876
O -6.7663 -2.3630 -7.5381
C -7.9120 -2.0130 -6.7409
N -5.4093 -4.7171 -6.6491
H -4.0661 -2.6422 -4.3437
H -3.3084 -3.3022 -5.7739
H -3.8224 -4.3965 -4.5629
H -6.1748 -3.4738 -5.1824
H -4.7723 -2.4844 -7.7127
H -5.1072 -1.4942 -6.4653
H -8.2519 -2.8401 -6.1175
H -8.7515 -1.7210 -7.3719
H -7.7763 -1.2252 -5.9999
H -5.7459 -5.4160 -6.0023
H -6.1402 -4.5842 -7.3334
C -0.3023 -1.2551 -8.6375
C -1.7897 -1.7454 -8.5825
C -2.6263 -1.1922 -9.7242
O -2.3317 0.2201 -9.8915
C -2.8767 0.7308 -11.0741
N -1.8221 -3.1664 -8.3420
H -0.1718 -0.1760 -8.7191
H 0.0724 -1.4415 -9.6439
H 0.3690 -1.5410 -7.8278
H -2.2350 -1.2825 -7.7019
H -3.7054 -1.2034 -9.5709
H -2.2966 -1.6731 -10.6451
H -2.8446 1.8194 -11.1193
H -3.9450 0.5216 -11.1290
H -2.3782 0.4111 -11.9892
H -1.3767 -3.7137 -9.0647
H -1.2291 -3.3973 -7.5577
C -4.6560 -9.0623 -9.3347
C -4.4431 -7.9147 -8.3287
C -4.0362 -8.5225 -6.9850
O -3.6140 -7.5231 -6.0668
C -2.8347 -8.0930 -5.0139
N -3.2970 -7.1817 -8.7963
H -5.0034 -8.6272 -10.2718
H -5.5519 -9.5640 -8.9689
H -3.7660 -9.5951 -9.6694
H -5.2358 -7.1688 -8.2703
H -3.1610 -9.1618 -7.1011
H -4.8352 -9.0849 -6.5019
H -3.3929 -8.8610 -4.4784
H -2.6642 -7.2912 -4.2954
H -1.9010 -8.4783 -5.4237
H -2.3886 -7.6198 -8.7412
H -3.4136 -7.2294 -9.7984
```

Output
* energy: -1128.9206 a.u.
* M: 406.32 g mol⁻¹
* strongest force on any atom: 2.64 eV Å⁻¹
* E_LUMO: 0.4 eV
* orbital gap: 6.8 eV

Atom charges from the natural (NBO) analysis, given in e for atoms 1 to 5: 0.842 -0.231 -1.035 0.116 0.108